P.
Formula: H3NOS
Source: the OMol25 dataset
Level of theory: ωB97M-V with the def2-TZVPD basis set

The LUMO energy comes out at 0.0175 Ha. Its structure (SMILES) is NSO.

Geometry as XYZ:
```
6
Properties=species:S:1:pos:R:3:lowdin_charge:R:1
N 0.53 0.28 -0.10 -0.188
S -1.42 0.57 0.22 0.756
O -1.96 -0.91 -0.27 -0.519
H 0.95 1.18 -0.11 -0.019
H 0.27 0.16 -1.02 -0.080
H -1.71 -1.56 0.44 0.050
```



Q.
Formula: H3NOS
Source: the OMol25 dataset
Level of theory: ωB97M-V with the def2-TZVPD basis set

The LUMO energy comes out at 0.0301 Ha. Its structure (SMILES) is NSO.

Geometry as XYZ:
```
6
Properties=species:S:1:pos:R:3:lowdin_charge:R:1
N -0.54 -0.52 -0.05 -0.398
S 0.59 -0.28 -1.27 0.768
O 2.02 0.30 -0.61 -0.528
H -1.10 -1.46 0.10 0.091
H -1.22 0.21 0.07 -0.001
H 2.84 -0.26 -0.43 0.069
```



Energy comparison, zero being the most stable, in kJ/mol: P 57.4; Q 0.0.



P.
Formula: C4H10N2O
Source: the OMol25 dataset
Level of theory: ωB97M-V with the def2-TZVPD basis set

The LUMO energy (spin up / spin down) comes out at 0.0153 / 0.0152 Ha.

Geometry as XYZ:
```
17
Properties=species:S:1:pos:R:3:lowdin_charge:R:1
C 1.62 -0.51 -0.51 -0.308
C 2.83 -0.37 0.34 -0.111
C -1.93 1.08 0.28 -0.037
C -2.08 -0.32 -0.29 -0.603
N 0.56 -0.56 0.18 0.138
N -0.98 -0.56 -1.13 0.104
O -2.35 -1.26 0.70 -0.016
H 1.91 -0.49 -1.54 0.104
H 2.56 -0.43 1.35 0.045
H 3.55 -1.26 0.21 0.099
H 3.36 0.55 -0.06 0.104
H -2.06 1.94 -0.36 0.084
H -0.87 1.10 0.47 0.043
H -2.46 1.15 1.17 0.057
H -2.81 -0.44 -1.08 0.145
H -0.94 -1.55 -1.24 0.061
H -1.54 -1.31 1.24 0.091
```



Q.
Formula: C4H10N2O
Source: the OMol25 dataset
Level of theory: ωB97M-V with the def2-TZVPD basis set

The LUMO energy comes out at 0.0340 Ha. Its structure (SMILES) is CCNC(=O)CN.

Geometry as XYZ:
```
17
Properties=species:S:1:pos:R:3:lowdin_charge:R:1
C 1.89 1.46 0.25 -0.083
C 1.49 0.15 -0.40 -0.254
N 0.75 -0.75 0.46 0.059
C -0.54 -1.15 0.32 -0.486
O -0.97 -2.11 0.94 0.042
C -1.51 -0.30 -0.51 -0.203
N -2.68 -0.01 0.29 0.004
H 2.72 1.89 -0.30 0.068
H 1.08 2.19 0.24 0.071
H 2.26 1.32 1.26 0.071
H 2.40 -0.39 -0.69 0.117
H 0.90 0.35 -1.28 0.102
H 1.30 -1.37 1.03 0.145
H -1.03 0.61 -0.88 0.090
H -1.71 -0.95 -1.38 0.125
H -2.83 -0.79 0.94 0.065
H -3.51 -0.14 -0.29 0.068
```



Energy comparison, zero being the most stable, in kJ/mol: P 381.9; Q 0.0.



P.
Formula: C2H4N2OS
Source: the OMol25 dataset
Level of theory: ωB97M-V with the def2-TZVPD basis set

The LUMO energy comes out at 0.0188 Ha. Its structure (SMILES) is C=NS/C=N/O.

Geometry as XYZ:
```
10
Properties=species:S:1:pos:R:3:lowdin_charge:R:1
C -1.88 0.94 0.13 -0.148
N -1.72 -0.09 -0.63 -0.394
S -1.04 -1.42 0.13 0.837
C 0.67 -1.14 -0.14 -0.480
N 1.22 0.00 0.15 -0.064
O 2.57 -0.04 -0.14 -0.058
H -1.57 0.97 1.23 0.083
H -2.33 1.89 -0.30 0.082
H 1.25 -1.95 -0.52 0.068
H 2.83 0.84 0.09 0.073
```



Q.
Formula: C2H4N2OS
Source: the OMol25 dataset
Level of theory: ωB97M-V with the def2-TZVPD basis set

The LUMO energy comes out at 0.0012 Ha. Its structure (SMILES) is [H]/N=C/N(S)C=O.

Geometry as XYZ:
```
10
Properties=species:S:1:pos:R:3:lowdin_charge:R:1
H -0.46 0.14 2.95 0.076
N 0.11 -0.33 2.14 0.038
C -0.34 0.22 1.01 -0.414
N -0.08 -0.20 -0.19 -0.352
S 0.83 -1.82 -0.33 0.846
C -0.04 0.57 -1.33 -0.254
O 0.73 0.21 -2.33 -0.103
H -0.93 1.20 1.10 0.146
H 0.96 -1.53 -1.59 -0.176
H -0.78 1.55 -1.42 0.192
```



Energy comparison, zero being the most stable, in kJ/mol: P 105.4; Q 0.0.



P.
Formula: C2H4N2OS
Source: the OMol25 dataset
Level of theory: ωB97M-V with the def2-TZVPD basis set

The LUMO energy comes out at -0.0071 Ha.

Geometry as XYZ:
```
10
Properties=species:S:1:pos:R:3:lowdin_charge:R:1
C 0.92 -0.32 0.37 -0.283
C -0.53 -0.68 0.26 -0.296
N 1.17 0.99 -0.08 -0.079
N 0.25 1.75 -0.27 -0.175
O -1.60 0.95 -1.87 -0.578
S -1.30 0.97 -0.24 0.959
H 1.24 -0.24 1.52 0.168
H 1.67 -0.94 -0.18 0.132
H -0.78 -1.39 -0.58 0.111
H -1.04 -1.10 1.06 0.041
```



Q.
Formula: C2H4N2OS
Source: the OMol25 dataset
Level of theory: ωB97M-V with the def2-TZVPD basis set

The LUMO energy (spin up / spin down) comes out at -0.1516 / -0.1016 Ha.

Geometry as XYZ:
```
10
Properties=species:S:1:pos:R:3:lowdin_charge:R:1
C -2.82 0.98 0.08 -0.132
C 1.20 0.45 0.54 -0.179
N -3.80 1.18 -0.43 -0.022
N 0.52 -1.46 -1.22 -0.146
O -0.27 -1.69 1.15 -0.432
S -0.14 -0.77 0.01 0.767
H 1.22 1.39 -0.08 0.065
H 0.89 0.77 1.53 0.046
H 2.21 0.05 0.24 0.077
H 0.99 -0.91 -1.81 -0.045
```



R.
Formula: C2H4N2OS
Source: the OMol25 dataset
Level of theory: ωB97M-V with the def2-TZVPD basis set

The LUMO energy comes out at 0.0014 Ha. Its structure (SMILES) is NC(=O)C(N)=S.

Geometry as XYZ:
```
10
Properties=species:S:1:pos:R:3:lowdin_charge:R:1
N 0.77 -1.61 -0.16 0.150
C 0.72 -0.24 -0.05 -0.540
O 1.64 0.49 0.10 0.098
C -0.71 0.33 -0.06 -0.868
N -0.71 1.58 -0.10 0.105
S -2.04 -0.63 0.03 0.651
H -0.03 -2.02 0.33 0.052
H 1.64 -1.99 -0.03 0.075
H -1.55 2.21 -0.16 0.161
H 0.26 1.87 0.10 0.116
```



S.
Formula: C2H4N2OS
Source: the OMol25 dataset
Level of theory: ωB97M-V with the def2-TZVPD basis set

The LUMO energy comes out at 0.0080 Ha. Its structure (SMILES) is NC(=S)NC=O.

Geometry as XYZ:
```
10
Properties=species:S:1:pos:R:3:lowdin_charge:R:1
N -0.26 0.17 -1.45 0.073
C -0.32 0.91 -0.33 -1.006
S -0.74 2.54 -0.18 0.537
N -0.11 0.30 0.85 -0.017
C 0.53 -1.18 1.03 -0.177
O 0.59 -2.02 0.18 0.062
H -0.05 -0.87 -1.36 0.101
H -0.62 0.36 -2.46 0.158
H 0.05 1.04 1.65 0.133
H 0.92 -1.25 2.09 0.135
```



Energy comparison, zero being the most stable, in kJ/mol: P 359.1; Q 699.5; R 0.0; S 85.2.



P.
Formula: C2H4N2OS
Source: the OMol25 dataset
Level of theory: ωB97M-V with the def2-TZVPD basis set

The LUMO energy comes out at -0.0594 Ha.

Geometry as XYZ:
```
10
Properties=species:S:1:pos:R:3:lowdin_charge:R:1
C 1.47 0.22 0.04 -0.752
C -1.23 -0.55 0.23 -0.308
H 2.26 0.61 1.01 0.144
H 0.11 1.93 0.92 0.297
H -0.98 0.07 -1.80 0.188
H -0.89 -0.63 1.35 0.154
N 0.41 0.97 -0.42 -0.175
N -0.93 0.50 -0.78 -0.044
O -1.77 -1.67 -0.16 -0.076
S 1.55 -1.43 -0.39 0.573
```



Q.
Formula: C2H4N2OS
Source: the OMol25 dataset
Level of theory: ωB97M-V with the def2-TZVPD basis set

The LUMO energy (spin up / spin down) comes out at 0.0199 / 0.0175 Ha.

Geometry as XYZ:
```
10
Properties=species:S:1:pos:R:3:lowdin_charge:R:1
C -0.62 -1.06 -0.91 -0.228
C 0.24 -1.69 -0.10 -0.340
N -0.54 0.57 0.69 -0.383
N 0.77 1.95 0.23 -0.033
O -1.14 0.14 -0.50 -0.144
S 0.40 -0.66 1.31 0.915
H -1.17 -1.53 -1.80 0.155
H 0.71 -2.55 -0.17 0.014
H 1.17 2.10 1.28 0.056
H 0.17 2.74 -0.04 -0.013
```



R.
Formula: C2H4N2OS
Source: the OMol25 dataset
Level of theory: ωB97M-V with the def2-TZVPD basis set

The LUMO energy comes out at -0.0307 Ha. Its structure (SMILES) is N[N+]([O-])=S.C#C.

Geometry as XYZ:
```
10
Properties=species:S:1:pos:R:3:lowdin_charge:R:1
N -2.88 -1.11 0.12 0.074
N -2.83 0.25 -0.02 -0.868
O -3.88 0.76 -0.45 -0.055
S -1.46 0.98 0.30 0.716
H -3.75 -1.33 0.44 0.055
H -2.30 -1.44 0.91 0.104
C 2.63 1.53 0.12 0.015
C 1.80 1.92 -0.64 -0.022
H 3.35 1.33 0.83 -0.004
H 1.10 2.28 -1.29 -0.015
```



Energy comparison, zero being the most stable, in kJ/mol: P 113.8; Q 11.1; R 0.0.



P.
Formula: C3H10NOS
Source: the OMol25 dataset
Level of theory: ωB97M-V with the def2-TZVPD basis set

The LUMO energy comes out at 0.1481 Ha. Its charge is -1.

Geometry as XYZ:
```
16
Properties=species:S:1:pos:R:3:lowdin_charge:R:1
C 0.19 0.50 2.54 -0.406
C -0.97 0.58 1.53 -0.749
S -0.46 0.35 -0.20 0.296
N 1.32 1.39 2.21 -0.060
H 0.60 -0.51 2.54 0.080
H -0.15 0.74 3.55 0.085
H -1.40 1.59 1.61 0.026
H -1.74 -0.13 1.84 0.033
H 1.13 2.33 2.54 0.033
H 1.31 1.51 1.20 -0.019
C 0.22 -1.45 -3.52 -0.200
O -0.82 -1.75 -2.60 -0.198
H -0.14 -1.63 -4.54 0.060
H 0.51 -0.40 -3.44 0.069
H 1.12 -2.05 -3.34 0.063
H -0.73 -1.06 -1.91 -0.114
```



Q.
Formula: C3H10NOS
Source: the OMol25 dataset
Level of theory: ωB97M-V with the def2-TZVPD basis set

The LUMO energy comes out at 0.1477 Ha. Its charge is -1.

Geometry as XYZ:
```
16
Properties=species:S:1:pos:R:3:lowdin_charge:R:1
C 0.81 0.20 1.21 -0.323
C -0.63 -0.19 1.53 -0.759
S -1.94 0.29 0.35 0.205
C 1.14 0.04 -0.27 -0.358
N 2.61 0.11 -0.47 -0.034
H 0.93 1.27 1.39 0.091
H 1.53 -0.41 1.76 0.097
H -0.65 -1.28 1.65 0.032
H -0.92 0.25 2.49 0.020
H 0.85 -0.97 -0.55 0.093
H 0.45 0.69 -0.79 0.049
H 2.93 0.84 0.17 0.040
H 2.76 0.51 -1.39 0.042
H -3.01 -1.08 -2.71 0.011
H -3.20 0.13 -1.84 -0.074
O -3.66 -0.39 -2.53 -0.133
```



Energy comparison, zero being the most stable, in kJ/mol: P 16.6; Q 0.0.